Entry 1:
ORCA calculation (wB97M-V/def2-TZVPD) on a cluster of 2 separate species, CH6N3O in total in a non-equilibrium geometry.

Kohn-Sham gap (alpha / beta)	8.21 / 8.21	eV
energy above the lowest of the compared OMol25 structures with the same formula, charge and spin	4.804	eV
largest force on an atom	5.73	eV/A
net charge	+1
lowest unoccupied orbital energy (alpha / beta)	-6.155 / -6.154	eV
DFT total energy	-280.7568	a.u.

Atoms and positions in Å:
1 C 0.22 0.78 -1.08
2 N 1.05 -1.03 0.17
3 N -1.52 -0.15 1.02
4 N 0.22 -0.61 -0.70
5 O -0.75 -0.23 1.92
6 H -0.56 1.12 -0.40
7 H -0.05 0.74 -2.10
8 H 1.15 1.28 -0.91
9 H 1.71 -0.48 0.60
10 H 0.91 -1.95 0.38
11 H -2.39 0.55 1.09

Entry 2:
ORCA calculation (wB97M-V/def2-TZVPD) on a structure of composition H29MnO16P in a non-equilibrium geometry.

Kohn-Sham gap (alpha / beta)	4.41 / 9.47	eV
energy above the lowest of the compared OMol25 structures with the same formula, charge and spin	0.000	eV
largest force on an atom	3.34	eV/A
net charge	+3
<S²>	12.003
lowest unoccupied orbital energy (alpha / beta)	-9.323 / -9.852	eV
2S+1	7
DFT total energy	-2712.5495	a.u.

Atoms and positions in Å:
1 O -5.78 -13.73 15.23
2 H -5.14 -14.45 15.20
3 H -6.66 -14.04 15.47
4 H -5.55 -13.08 15.90
5 O -9.74 -14.52 14.25
6 H -9.22 -15.01 13.60
7 H -10.36 -15.14 14.62
8 H -9.16 -14.13 14.91
9 O -6.90 -17.43 14.83
10 H -7.40 -17.05 14.10
11 H -7.04 -16.94 15.64
12 H -5.96 -17.44 14.61
13 O -5.49 -15.98 18.43
14 H -4.79 -15.34 18.35
15 H -5.27 -16.87 18.13
16 H -6.15 -15.73 17.78
17 O -7.10 -12.26 18.66
18 H -6.81 -12.21 19.57
19 H -6.38 -12.17 18.03
20 H -7.49 -13.12 18.50
21 Mn -9.69 -15.49 19.07
22 P -8.21 -14.81 16.95
23 O -9.62 -15.58 17.05
24 O -8.28 -13.59 16.00
25 O -7.02 -15.71 16.48
26 O -8.05 -14.52 18.41
27 O -11.03 -17.17 19.00
28 H -10.81 -17.70 19.76
29 H -11.34 -17.80 18.35
30 O -9.52 -18.12 16.33
31 H -9.38 -17.21 16.60
32 H -10.41 -18.32 16.62
33 O -8.20 -17.10 19.69
34 H -8.03 -17.95 19.29
35 H -7.85 -17.16 20.58
36 O -10.44 -11.98 16.91
37 H -9.77 -12.49 16.46
38 H -10.31 -11.08 16.59
39 O -7.65 -11.32 14.99
40 H -8.05 -11.96 15.59
41 H -7.67 -10.50 15.48
42 O -11.73 -15.94 15.56
43 H -11.13 -15.70 16.26
44 H -12.60 -15.91 15.96
45 O -11.27 -14.06 18.73
46 H -12.22 -14.05 18.71
47 H -11.01 -13.57 17.95

Entry 3:
ORCA calculation (wB97M-V/def2-TZVPD) on a structure of composition C38H35BrN2P2Pt in a non-equilibrium geometry.

Kohn-Sham gap (alpha / beta)	3.85 / 3.17	eV
energy above the lowest of the compared OMol25 structures with the same formula, charge and spin	2.015	eV
largest force on an atom	2.25	eV/A
net charge	+4
lowest unoccupied orbital energy (alpha / beta)	-15.069 / -15.743	eV
DFT total energy	-4953.0470	a.u.

Atoms and positions in Å:
1 Pt -0.04 0.06 -0.04
2 C 1.86 -1.35 -2.46
3 N 1.57 -2.73 -2.21
4 C 0.73 -3.09 -1.12
5 P -0.84 -2.03 -0.98
6 C -1.42 -1.81 -2.68
7 C -1.80 -0.53 -3.09
8 C -2.31 -0.34 -4.36
9 C -2.40 -1.41 -5.23
10 C -2.03 -2.69 -4.82
11 C -1.53 -2.90 -3.55
12 C -2.03 -3.17 -0.22
13 C -1.68 -4.07 0.79
14 C -2.63 -4.94 1.30
15 C -3.95 -4.88 0.86
16 C -4.31 -3.97 -0.13
17 C -3.36 -3.10 -0.65
18 C 2.08 -3.69 -3.06
19 C 2.51 -4.94 -2.55
20 C 3.02 -5.90 -3.40
21 C 3.10 -5.67 -4.78
22 C 2.65 -4.44 -5.29
23 C 2.17 -3.46 -4.45
24 P 2.18 -0.32 -0.90
25 C 3.20 -1.37 0.18
26 C 2.91 -1.42 1.55
27 C 3.73 -2.15 2.40
28 C 4.81 -2.85 1.88
29 C 5.11 -2.79 0.52
30 C 4.31 -2.05 -0.34
31 C 3.30 0.97 -1.49
32 C 3.13 1.58 -2.74
33 C 4.03 2.54 -3.17
34 C 5.08 2.94 -2.34
35 C 5.23 2.36 -1.08
36 C 4.33 1.40 -0.64
37 H 0.99 -0.85 -2.93
38 H 2.72 -1.26 -3.13
39 H 1.25 -2.96 -0.16
40 H 0.43 -4.14 -1.22
41 H -1.72 0.29 -2.38
42 H -2.63 0.64 -4.68
43 H -2.77 -1.26 -6.24
44 H -2.13 -3.52 -5.50
45 H -1.26 -3.89 -3.22
46 H -0.67 -4.10 1.19
47 H -2.35 -5.68 2.05
48 H -4.69 -5.55 1.27
49 H -5.32 -3.95 -0.51
50 H -3.66 -2.37 -1.39
51 H 2.53 -5.10 -1.49
52 H 3.41 -6.82 -3.00
53 H 3.49 -6.43 -5.44
54 H 2.67 -4.28 -6.36
55 H 1.77 -2.55 -4.87
56 H 2.06 -0.87 1.94
57 H 3.54 -2.16 3.46
58 H 5.42 -3.46 2.53
59 H 5.97 -3.30 0.13
60 H 4.54 -2.00 -1.39
61 H 2.30 1.31 -3.38
62 H 3.93 2.98 -4.15
63 H 5.78 3.69 -2.67
64 H 6.05 2.65 -0.45
65 H 4.43 0.98 0.34
66 C -2.73 4.82 -1.65
67 C -2.22 3.98 -0.56
68 C -2.46 4.26 0.80
69 C -2.00 3.40 1.79
70 C -1.32 2.26 1.39
71 Br -0.68 0.93 2.60
72 N -1.07 1.99 0.11
73 C -1.49 2.82 -0.83
74 H -3.24 5.70 -1.27
75 H -3.44 4.26 -2.27
76 H -1.93 5.14 -2.32
77 H -3.01 5.15 1.07
78 H -2.18 3.61 2.83
79 H -1.24 2.57 -1.86

Entry 4:
ORCA calculation (wB97M-V/def2-TZVPD) on a cluster of 10 separate species, C30H70N10O10 in total in a non-equilibrium geometry.

Kohn-Sham gap (alpha / beta)	6.05 / 1.85	eV
energy above the lowest of the compared OMol25 structures with the same formula, charge and spin	3.511	eV
largest force on an atom	5.60	eV/A
net charge	+1
<S²>	0.784
lowest unoccupied orbital energy (alpha / beta)	-4.153 / -8.345	eV
2S+1	2
DFT total energy	-2484.5527	a.u.

Atoms and positions in Å:
1 C 6.95 -1.17 -3.98
2 O 7.49 -0.34 -4.74
3 N 6.53 -1.02 -2.73
4 C 5.60 -1.87 -1.93
5 C 6.97 0.28 -2.12
6 H 6.77 -2.15 -4.45
7 H 6.02 -1.94 -0.93
8 H 5.57 -2.92 -2.23
9 H 4.57 -1.52 -1.98
10 H 6.15 0.99 -2.20
11 H 7.24 0.16 -1.07
12 H 7.80 0.87 -2.51
13 C -0.75 0.36 -7.07
14 O -0.96 0.16 -8.28
15 N -0.72 -0.56 -6.04
16 C -0.73 -1.94 -6.50
17 C -1.02 -0.12 -4.65
18 H -0.49 1.40 -6.82
19 H -1.68 -2.38 -6.21
20 H 0.09 -2.54 -6.08
21 H -0.54 -2.03 -7.57
22 H -0.59 0.80 -4.26
23 H -2.07 -0.06 -4.38
24 H -0.64 -0.87 -3.95
25 C -4.40 2.77 -5.21
26 O -5.20 1.86 -5.36
27 N -3.62 2.98 -4.15
28 C -2.64 4.12 -4.05
29 C -3.53 2.00 -3.12
30 H -4.07 3.53 -5.93
31 H -1.58 3.85 -4.12
32 H -2.80 4.70 -3.14
33 H -2.81 4.86 -4.84
34 H -2.57 1.52 -2.93
35 H -3.74 2.61 -2.24
36 H -4.32 1.27 -3.00
37 C 1.57 -0.69 0.21
38 O 2.08 -0.65 -0.94
39 N 0.26 -0.66 0.42
40 C -0.69 -0.49 -0.72
41 C -0.15 -0.96 1.72
42 H 2.18 -0.62 1.12
43 H -1.12 -1.48 -0.92
44 H -0.17 -0.10 -1.59
45 H -1.60 0.10 -0.58
46 H -0.76 -1.85 1.54
47 H 0.71 -1.12 2.37
48 H -0.85 -0.24 2.12
49 C -0.07 3.09 -0.11
50 O -1.28 2.88 -0.15
51 N 0.46 4.27 -0.39
52 C 1.87 4.53 -0.10
53 C -0.31 5.39 -0.93
54 H 0.56 2.24 0.21
55 H 2.08 4.23 0.93
56 H 2.13 5.59 -0.05
57 H 2.42 4.00 -0.87
58 H 0.09 5.43 -1.95
59 H -1.34 5.05 -0.92
60 H -0.30 6.28 -0.30
61 C -5.18 3.18 3.11
62 O -5.41 3.21 1.85
63 N -3.87 2.97 3.64
64 C -3.68 2.99 5.06
65 C -2.68 2.70 2.85
66 H -5.89 3.36 3.94
67 H -3.13 3.84 5.48
68 H -2.98 2.18 5.28
69 H -4.59 2.85 5.64
70 H -2.45 3.28 1.95
71 H -1.72 2.75 3.37
72 H -2.80 1.67 2.51
73 C 2.72 -3.46 -2.99
74 O 3.56 -3.72 -3.79
75 N 1.47 -4.04 -3.00
76 C 0.66 -4.03 -1.71
77 C 1.02 -4.76 -4.16
78 H 2.86 -2.74 -2.17
79 H 0.88 -3.13 -1.13
80 H 0.90 -4.91 -1.11
81 H -0.42 -4.07 -1.79
82 H 0.96 -5.85 -4.23
83 H 0.02 -4.35 -4.34
84 H 1.60 -4.34 -4.98
85 C -0.10 1.38 5.67
86 O 0.74 1.95 4.95
87 N 0.09 0.19 6.23
88 C -0.78 -0.33 7.24
89 C 1.25 -0.60 5.92
90 H -1.04 1.83 6.02
91 H -1.47 0.27 7.82
92 H -0.15 -0.94 7.91
93 H -1.44 -1.06 6.77
94 H 1.72 -0.22 5.02
95 H 1.83 -0.36 6.81
96 H 1.06 -1.67 5.79
97 C 4.69 -1.85 2.21
98 O 4.04 -0.90 2.54
99 N 4.25 -3.06 1.83
100 C 5.01 -4.01 1.08
101 C 2.87 -3.42 2.11
102 H 5.79 -1.83 2.07
103 H 4.56 -4.36 0.16
104 H 5.41 -4.91 1.56
105 H 5.91 -3.45 0.81
106 H 2.45 -3.87 1.21
107 H 2.84 -4.23 2.85
108 H 2.27 -2.59 2.47
109 C -3.46 -0.93 4.43
110 O -2.47 -0.49 3.93
111 N -4.65 -0.99 3.81
112 C -5.88 -0.71 4.50
113 C -4.76 -0.82 2.30
114 H -3.47 -1.38 5.44
115 H -5.74 -0.86 5.57
116 H -6.63 -1.42 4.17
117 H -6.19 0.33 4.33
118 H -5.39 0.07 2.20
119 H -3.83 -0.55 1.80
120 H -5.24 -1.67 1.82

Entry 5:
ORCA calculation (wB97M-V/def2-TZVPD) on an isolated molecule of C5H8N2O in a non-equilibrium geometry.

Kohn-Sham gap	8.96	eV
SMILES	C1=N\N=C/COCC/1
energy above the lowest of the compared OMol25 structures with the same formula, charge and spin	7.369	eV
largest force on an atom	3.34	eV/A
lowest unoccupied orbital energy	0.320	eV
DFT total energy	-379.8174	a.u.

Atoms and positions in Å:
1 C -0.08 -0.82 -0.18
2 C -1.55 -1.14 0.05
3 C -2.04 0.36 -0.05
4 C 1.31 1.25 -0.07
5 C 1.96 -0.15 0.06
6 H -0.07 -0.15 0.73
7 H -0.18 -0.26 -1.12
8 H -1.77 -1.41 1.16
9 H -2.19 -1.92 -0.50
10 H -3.09 0.56 -0.20
11 H 2.21 2.00 -0.03
12 H 2.48 0.01 1.05
13 H 2.92 -0.19 -0.65
14 N -1.25 1.38 -0.07
15 N 0.13 1.84 -0.04
16 O 1.22 -1.35 -0.13

Entry 6:
ORCA calculation (wB97M-V/def2-TZVPD) on the ion C4H8NS with charge +1 in a non-equilibrium geometry.

Kohn-Sham gap	10.01	eV
SMILES	C=C[C@@H]1[NH2+]CS1
energy above the lowest of the compared OMol25 structures with the same formula, charge and spin	2.020	eV
largest force on an atom	4.88	eV/A
net charge	+1
lowest unoccupied orbital energy	-3.762	eV
DFT total energy	-609.7957	a.u.

Atoms and positions in Å:
1 C -2.18 -0.98 0.19
2 C -1.00 -1.00 -0.33
3 C 2.12 0.59 -0.02
4 C 0.26 -0.58 0.41
5 N 0.60 0.79 0.22
6 S 1.93 -1.23 -0.22
7 H -3.10 -1.25 -0.32
8 H -2.43 -0.71 1.26
9 H -0.74 -1.46 -1.31
10 H 2.57 1.34 -0.86
11 H 2.78 0.83 0.85
12 H 0.46 -0.79 1.61
13 H 0.18 1.28 0.99
14 H 0.24 1.16 -0.71